One molecule with the formula C2HPS2 in a non-equilibrium geometry, computed with ωB97M-V/def2-TZVPD.

Last column: Mulliken charge in e.
Element x y z (Å)
C -0.9589 0.0602 -0.0388  -0.24
C -0.3856 -1.0820 -0.0298  0.07
P 2.1337 1.0363 0.0290  0.05
S 0.2554 1.5501 0.0469  -0.04
S 0.9411 -1.9182 0.0437  -0.21
H -1.9856 0.3536 -0.0510  0.38

Summary:
- HOMO-LUMO gap (eV) = 6.88
- largest force on an atom (eV Å⁻¹) = 1.54
- HOMO level (eV) = -8.5

A 2-piece molecular cluster, C2N2O3 overall in a non-equilibrium geometry, computed with ωB97M-V/def2-TZVPD.

Last column: Mulliken charge in e.
Element x y z (Å)
C 1.2337 -0.5599 0.2620  0.43
C 0.8533 0.7028 -0.0861  0.26
N 1.2017 -1.7070 0.3915  -0.29
N -1.5321 0.1660 0.0045  0.71
O 1.2196 1.7167 -0.5445  -0.31
O -1.9259 0.0879 -1.0746  -0.40
O -1.7348 -0.1480 1.1015  -0.39

Summary:
- HOMO-LUMO gap (eV) = 6.85
- largest force on an atom (eV Å⁻¹) = 6.55
- HOMO level (eV) = -8.6

One molecule with the formula C2N2O4S2 in a non-equilibrium geometry, computed with ωB97M-V/def2-TZVPD.

Last column: Mulliken charge in e.
Element x y z (Å)
C -2.5481 -0.4204 -0.0473  0.28
C 2.4092 -0.4086 -0.0915  0.74
N -3.6206 -0.1881 -0.3671  -0.32
N 1.8496 0.6461 -0.1800  -0.42
O -0.2267 -1.3736 -0.6379  -0.47
O 2.9974 -1.3987 -0.0249  -0.39
O -0.1423 2.1022 -0.7383  -0.43
O -0.3414 0.4194 1.1302  -0.34
S -0.9477 -1.0227 0.5547  0.61
S 0.5705 1.6443 0.4022  0.72

Summary:
- HOMO-LUMO gap (eV) = 10.25
- largest force on an atom (eV Å⁻¹) = 1.83
- HOMO level (eV) = -11.1

C2N3O3 as an isolated structure in a non-equilibrium geometry, computed with ωB97M-V/def2-TZVPD.

Last column: Mulliken charge in e.
Element x y z (Å)
C -0.1757 -0.3761 -0.7392  0.53
C 1.5994 -0.1494 0.9639  0.56
N -1.0056 -0.5739 -1.6216  -0.59
N -2.3949 1.0200 -0.1004  0.10
N 0.3263 0.1361 0.2160  -0.25
O 2.3202 0.8078 1.1060  -0.64
O 1.6742 -1.3256 1.2819  -0.64
O -2.3439 0.4611 -1.1065  -0.06

Summary:
- HOMO-LUMO gap (alpha / beta) (eV) = 7.24 / 6.94
- largest force on an atom (eV Å⁻¹) = 3.35
- total charge = -1
- HOMO level (alpha / beta) (eV) = -4.4 / -4.3

One molecule with the formula C2N4O in a non-equilibrium geometry, computed with ωB97M-V/def2-TZVPD.

Last column: Mulliken charge in e.
Element x y z (Å)
N -1.6784 2.0924 -0.6757  -0.38
C -0.7843 1.3806 -0.2332  0.40
C -0.0130 0.3832 0.1090  0.33
N -0.1868 -0.6533 1.0388  -0.06
N 0.5262 -1.6199 0.9034  -0.13
O 1.3017 -1.3503 -0.3658  -0.05
N 0.8345 -0.2329 -0.7765  -0.10

Summary:
- HOMO-LUMO gap (eV) = 10.05
- largest force on an atom (eV Å⁻¹) = 13.11
- HOMO level (eV) = -11.3

One molecule with the formula C2N4OS in a non-equilibrium geometry, computed with ωB97M-V/def2-TZVPD.

Last column: Mulliken charge in e.
Element x y z (Å)
C -1.5024 -0.0166 -0.1727  0.47
C 1.4211 -1.0819 0.0154  0.55
N -1.1093 1.1387 -0.3021  0.05
N -0.1140 1.9286 0.0031  -0.27
N 0.9646 1.3732 0.3260  -0.36
N 1.1048 0.0336 0.1424  0.25
O 1.7702 -2.2110 -0.0756  -0.46
S -2.5350 -1.1646 0.0635  -0.23

Summary:
- HOMO-LUMO gap (eV) = 8.71
- largest force on an atom (eV Å⁻¹) = 3.45
- HOMO level (eV) = -10.0

Relative energy (zero: lowest compared OMol25 entry of this formula, charge and spin) in kcal per mole, matching the order above: 26.8, 85.0, 0.0, 78.8, 33.1, 20.1
M in g/mol, matching the order above: 120.14, 100.03, 180.17, 114.04, 96.05, 128.12
Energy in Ha, matching the order above: -1214.43863, -411.21015, -1282.97036, -466.09934, -370.31415, -768.52756